(one)
Density functional theory data (the ωB97M-V functional and the def2-TZVPD basis) for a cluster of 2 separate species, C3H8O3 in total.

Bonds (Å) are listed after each position.
Cartesian coordinates (Å):
1 O 1.024 1.033 -2.379  C2 1.197
2 C 1.751 1.977 -2.266  O1 1.197, O3 1.414, H4 1.119
3 O 1.172 3.000 -1.481  C2 1.414, H5 0.998
4 H 2.727 2.025 -2.812  C2 1.119
5 H 0.909 2.468 -0.678  O3 0.998
6 C -1.389 -0.986 0.226  C7 1.526, H9 1.095, H10 1.177, H11 1.192
7 C -0.729 -1.289 1.567  C6 1.526, O8 1.449, H12 1.075, H13 1.174
8 O 0.676 -1.641 1.602  C7 1.449, H14 0.948
9 H -2.161 -0.217 0.327  C6 1.095
10 H -2.246 -1.736 -0.070  C6 1.177
11 H -0.570 -1.001 -0.640  C6 1.192
12 H -0.947 -0.340 2.024  C7 1.075
13 H -1.398 -1.977 2.244  C7 1.174
14 H 1.182 -1.317 2.336  O8 0.948

Computed properties:
HOMO energy ... -0.3714 hartree
SMILES ... O=CO.CCO
2S+1 ... 1
LUMO energy ... 0.62 eV

***

(two)
Density functional theory data (the ωB97M-V functional and the def2-TZVPD basis) for a cluster of 2 separate species, C3H8O3 in total.

Bonds (Å) are listed after each position.
Cartesian coordinates (Å):
1 C -0.161 -0.941 -1.627  C2 1.551, H6 1.095, H7 1.102, H8 1.077
2 C 1.003 -0.808 -0.611  C1 1.551, C3 1.487, H9 1.091, H10 1.097
3 C 0.869 0.307 0.365  C2 1.487, O4 1.204, O5 1.335
4 O 0.786 0.224 1.563  C3 1.204
5 O 0.708 1.466 -0.277  C3 1.335, H11 0.966
6 H -0.858 -0.111 -1.478  C1 1.095
7 H -0.789 -1.822 -1.423  C1 1.102
8 H 0.130 -0.995 -2.663  C1 1.077
9 H 1.138 -1.733 -0.048  C2 1.091
10 H 1.894 -0.686 -1.238  C2 1.097
11 H 0.817 2.213 0.324  O5 0.966
12 O -2.138 1.085 2.118  H13 0.978, H14 0.972
13 H -2.209 0.825 3.058  O12 0.978
14 H -1.190 0.977 1.937  O12 0.972

Computed properties:
HOMO energy ... -0.4010 hartree
SMILES ... CCC(=O)O.O
2S+1 ... 1
LUMO energy ... 0.67 eV

***

If you had to bet on the most stable structure above, which would it be? Bet on (two).